(1)
Density functional theory data (ωB97M-V/def2-TZVPD) for an isolated molecule of C3H5BrO.

Last column: natural (NBO) charge in e.
Atoms and positions in Å:
C -0.38 -2.55 0.93  0.33
C 0.30 1.52 -1.02  -0.68
C 0.08 1.24 0.49  -0.32
O -0.40 -3.00 -0.16  -0.47
Br 0.72 -0.43 1.08  0.18
H -0.65 -2.86 1.96  0.13
H 0.96 2.31 -1.39  0.23
H -0.73 1.60 -1.55  0.21
H 0.81 0.69 -1.41  0.22
H -0.72 1.49 1.08  0.18

The calculation puts the HOMO-LUMO gap (alpha / beta) at 0.256 / 0.301 Eh. For the energy, the calculation gives -2766.374933 Eh. For the energy above the lowest of the compared OMol25 structures with the same formula, charge and spin, the calculation gives 423.0 kJ/mol. The highest occupied orbital energy (alpha / beta) comes out at -0.2517 / -0.2857 Ha.

***

(2)
Density functional theory data (ωB97M-V/def2-TZVPD) for a structure of composition C4H27Co3InNO21P3.

Last column: Löwdin spin population.
Atoms and positions in Å:
Co 1.57 0.47 -0.69  2.69
Co -0.77 0.48 3.91  2.73
Co 2.33 0.43 2.78  2.78
In 0.79 -3.25 1.48  0.00
P 0.97 1.04 5.69  0.00
O 2.20 0.54 6.50  0.47
O 1.13 1.12 4.17  0.08
O 0.84 2.38 6.39  0.52
O -0.34 0.32 5.83  0.09
P -0.08 0.44 1.38  0.02
O -1.17 1.20 2.11  0.05
O 0.30 -0.54 2.51  0.09
O 1.25 1.15 1.14  0.09
O -0.27 -0.27 0.08  0.04
P 3.43 -1.13 0.22  0.01
O 3.48 0.34 -0.26  0.09
O 4.62 -2.07 -0.05  0.01
O 2.12 -1.54 -0.49  0.08
O 2.98 -1.08 1.69  0.06
C 2.90 -0.12 -3.79  0.00
C 1.35 0.15 -4.00  0.00
C 0.74 -0.87 -5.06  0.00
O -0.64 -0.63 -5.22  0.00
C -1.20 -1.39 -6.25  0.00
N 0.71 -0.02 -2.69  0.02
H 3.34 0.70 -3.22  0.00
H 3.51 -0.19 -4.69  0.00
H 3.14 -0.93 -3.10  0.00
H 1.23 1.16 -4.39  0.00
H 0.84 -1.84 -4.57  0.00
H 1.29 -0.70 -5.99  0.00
H -1.30 -0.78 -7.15  0.00
H -2.21 -1.54 -5.88  0.00
H -0.75 -2.37 -6.41  0.00
H 0.60 -1.02 -2.64  0.00
H -0.22 0.37 -2.71  0.00
O 1.73 3.76 1.07  0.00
H 2.63 3.85 0.78  0.00
H 1.57 2.82 1.08  0.00
O -2.35 -1.02 -1.15  0.00
H -1.63 -0.64 -0.63  0.00
H -2.31 -0.55 -1.98  0.00
O -3.73 1.64 1.63  0.00
H -2.82 1.53 1.91  0.00
H -3.68 2.14 0.82  0.00
O -1.23 4.11 1.39  0.00
H -1.34 3.19 1.63  0.00
H -0.28 4.24 1.37  0.00
O -2.14 -2.53 1.51  0.00
H -2.46 -2.02 0.76  0.00
H -2.91 -2.98 1.84  0.00
O -2.43 1.60 4.63  0.02
H -3.39 1.64 4.60  0.00
H -2.20 1.93 5.49  0.00
O -0.49 -2.89 -1.29  0.00
H -1.26 -2.31 -1.34  0.00
H -0.61 -3.51 -2.00  0.00
O -2.20 -1.09 3.91  0.03
H -2.10 -1.66 3.15  0.00
H -3.10 -1.23 4.19  0.00

The calculation puts the HOMO-LUMO gap (alpha / beta) at 0.252 / 0.239 Eh. For the energy, the calculation gives -7166.463240 Eh. As for the spin multiplicity: 11. The charge is -1. The highest occupied orbital energy (alpha / beta) comes out at -0.1918 / -0.1948 Ha.